Molecular formula: C19H20N4O2S
Method: DFT, ωB97M-V/def2-TZVPD

Calculated values
HOMO: -7.98 eV
SMILES: CCOC(=O)N1CCN(c2nc(-c3cccs3)nc3ccccc23)CC1
energy above the lowest of the compared OMol25 structures with the same formula, charge and spin: 17.16 kcal/mol
2S+1: 1
E_tot: -1503.76450 Ha

Positions of all 46 atoms, in Å:
1 C -7.187736 -2.129701 0.380251
2 C -6.778430 -1.069350 -0.631778
3 H -7.055213 -1.363615 -1.646413
4 H -7.243411 -0.110620 -0.380513
5 O -5.362116 -0.900337 -0.675108
6 C -4.835678 -0.109789 0.286902
7 O -5.481381 0.496933 1.108716
8 N -3.484759 -0.083423 0.215840
9 C -2.741724 -0.731931 -0.845857
10 H -3.122575 -1.746936 -0.979966
11 C -1.265663 -0.775497 -0.482725
12 N -0.742964 0.570554 -0.317872
13 C 0.608069 0.690896 -0.231154
14 N 1.278603 -0.447309 -0.208178
15 C 2.605828 -0.405744 -0.002317
16 N 3.313162 0.672675 0.235799
17 C 2.686425 1.858062 0.108083
18 C 3.446228 3.036180 0.242724
19 C 2.875029 4.255788 0.004218
20 C 1.539323 4.340763 -0.405126
21 C 0.766363 3.211936 -0.509905
22 C 1.300383 1.949889 -0.204536
23 H -0.244445 3.298257 -0.874967
24 H 1.116480 5.304471 -0.647696
25 H 3.459701 5.159015 0.099918
26 H 4.486574 2.932846 0.506831
27 C 3.294415 -1.673627 0.006551
28 C 2.777908 -2.928079 -0.180200
29 C 3.757095 -3.934112 -0.103428
30 C 4.999081 -3.431698 0.139423
31 S 5.001020 -1.720931 0.280141
32 H 5.919300 -3.971562 0.245345
33 H 3.550034 -4.982883 -0.222295
34 H 1.733198 -3.099959 -0.362411
35 C -1.673261 1.534119 0.236462
36 H -2.172990 2.090589 -0.567445
37 C -2.736274 0.815805 1.065475
38 H -2.260557 0.260623 1.882849
39 H -3.439470 1.530554 1.498613
40 H -1.137250 2.239159 0.875128
41 H -0.694874 -1.257368 -1.278910
42 H -1.115983 -1.364689 0.430458
43 H -2.879147 -0.192245 -1.791971
44 H -6.910217 -1.808306 1.381034
45 H -8.263618 -2.273829 0.341972
46 H -6.693748 -3.073229 0.160052

Atoms 1-3, force components in eV/Å:
0.3 0.3 -0.2
-0.5 0.0 0.2
0.0 0.1 0.1

Mulliken analysis output, partial charges in e:
1 C -1.114
2 C -0.282
3 H 0.321
4 H 0.322
5 O -0.392
6 C 0.592
7 O -0.659
8 N 0.276
9 C -0.802
10 H 0.487
11 C -0.734
12 N 0.268
13 C 0.431
14 N -0.370
15 C -0.072
16 N -0.616
17 C -0.143
18 C -0.436
19 C -0.446
20 C -0.800
21 C -0.055
22 C 0.407
23 H 0.462
24 H 0.401
25 H 0.387
26 H 0.472
27 C 0.429
28 C -0.407
29 C -0.535
30 C -0.401
31 S -0.093
32 H 0.457
33 H 0.401
34 H 0.429
35 C -0.783
36 H 0.254
37 C -1.216
38 H 0.252
39 H 0.475
40 H 0.792
41 H 0.506
42 H 0.288
43 H 0.260
44 H 0.306
45 H 0.391
46 H 0.290